Arrangement 1

A structure of composition C2HBrO, computed with ωB97M-V/def2-TZVPD.

Geometry as ORCA input:
```
! wB97M-V def2-TZVPD RIJCOSX def2/J DEFGRID3
* xyz 0 1
C 0.89 -0.06 0.34
C -0.31 0.07 -0.16
O -0.86 -0.68 0.64
Br -1.15 0.31 -2.10
H 1.43 0.36 1.28
*
```

Properties
- lowest unoccupied orbital energy (eV) = -0.852
- M (g mol⁻¹) = 120.93
- Kohn-Sham gap (eV) = 9.08

Arrangement 2

The molecule C2HBrO, computed with ωB97M-V/def2-TZVPD.

Geometry as ORCA input:
```
! wB97M-V def2-TZVPD RIJCOSX def2/J DEFGRID3
* xyz 0 1
C 0.77 0.16 0.19
C -0.45 -0.09 -0.11
O 0.25 -1.25 -0.19
Br -2.33 0.49 -0.15
H 1.76 0.70 0.26
*
```

Properties
- lowest unoccupied orbital energy (eV) = 0.140
- SMILES = BrC1=CO1
- M (g mol⁻¹) = 120.93
- Kohn-Sham gap (eV) = 8.64

arrangement 2 ends up most stable, edging out the next structure by 5.3 kcal/mol.

Arrangement 1

The ion C4H7O2 with charge -1, computed with ωB97M-V/def2-TZVPD.

Geometry as ORCA input:
```
! wB97M-V def2-TZVPD RIJCOSX def2/J DEFGRID3
* xyz -1 1
O -0.25 -2.13 -0.08
C 0.34 -1.03 -0.25
O 1.55 -0.73 -0.20
C -0.58 0.15 -0.72
C -0.26 1.53 -0.16
C -0.53 1.59 1.32
H -1.63 -0.09 -0.48
H -0.53 0.14 -1.81
H -0.83 2.30 -0.72
H 0.73 1.82 -0.51
H -1.60 1.62 1.53
H 0.00 0.84 1.89
H -0.15 2.53 1.76
*
```

Properties
- lowest unoccupied orbital energy (eV) = 4.263
- SMILES = CCCC(=O)[O-]
- M (g mol⁻¹) = 87.10
- Kohn-Sham gap (eV) = 8.04

Arrangement 2

The ion C4H7O2 with charge -1, computed with ωB97M-V/def2-TZVPD.

Geometry as ORCA input:
```
! wB97M-V def2-TZVPD RIJCOSX def2/J DEFGRID3
* xyz -1 1
O -1.51 1.31 1.20
C -1.03 0.55 0.34
O -1.64 -0.07 -0.56
C 0.50 0.40 0.35
C 0.99 -1.02 -0.04
C 2.16 -1.03 -1.03
H 0.89 0.65 1.33
H 0.87 1.12 -0.38
H 0.12 -1.50 -0.48
H 1.34 -1.55 0.84
H 1.87 -0.63 -2.01
H 3.04 -0.49 -0.70
H 2.46 -2.07 -1.21
*
```

Properties
- lowest unoccupied orbital energy (eV) = 4.076
- SMILES = CCCC(=O)[O-]
- M (g mol⁻¹) = 87.10
- Kohn-Sham gap (eV) = 7.86

arrangement 2 ends up most stable, edging out the next structure by 1.6 kcal/mol.

Arrangement 1

The ion CH4NO2S with charge -1, computed with ωB97M-V/def2-TZVPD.

Geometry as ORCA input:
```
! wB97M-V def2-TZVPD RIJCOSX def2/J DEFGRID3
* xyz -1 1
C -0.77 0.65 -0.71
N 0.84 -1.60 0.14
O 0.15 0.17 1.83
O 1.81 0.55 -0.08
S 0.65 -0.09 0.44
H -1.45 -0.07 -0.70
H -1.26 1.42 -0.17
H -0.38 0.92 -1.74
H 0.41 -1.94 0.99
*
```

Properties
- lowest unoccupied orbital energy (eV) = 4.415
- SMILES = C[S@](=N)(=O)[O-]
- M (g mol⁻¹) = 94.11
- Kohn-Sham gap (eV) = 8.42

Arrangement 2

A structure of composition CH4NO2S, computed with ωB97M-V/def2-TZVPD.

Geometry as ORCA input:
```
! wB97M-V def2-TZVPD RIJCOSX def2/J DEFGRID3
* xyz -1 1
C 0.38 0.36 0.05
N 1.79 -0.34 -0.04
O -2.27 -1.29 -0.41
O -2.25 1.17 -0.27
S -1.92 -0.10 0.48
H 0.31 1.30 0.52
H 0.01 0.52 -0.94
H 1.58 -1.42 -0.15
H 2.36 -0.19 0.76
*
```

Properties
- lowest unoccupied orbital energy (eV) = 4.065
- M (g mol⁻¹) = 94.11
- Kohn-Sham gap (eV) = 6.66

arrangement 1 ends up most stable, edging out the next structure by 19.1 kcal/mol.

Arrangement 1

A structure of composition C4H13N2S, computed with ωB97M-V/def2-TZVPD.

Geometry as ORCA input:
```
! wB97M-V def2-TZVPD RIJCOSX def2/J DEFGRID3
* xyz 1 1
C 1.23 -0.06 2.70
C -0.53 1.83 0.96
C 0.68 -0.27 1.25
C -0.63 -1.27 -2.78
N -0.99 -1.83 -3.87
N 0.37 0.85 0.39
S -0.97 0.26 -2.33
H 1.18 -1.04 3.27
H 2.20 0.54 2.82
H 0.36 0.50 3.30
H -1.38 1.27 1.45
H -0.10 2.57 1.74
H -0.99 2.45 0.17
H -0.33 -0.84 1.34
H 1.50 -0.93 0.81
H -0.12 -1.98 -2.12
H -0.97 -2.76 -4.12
H -1.50 -1.18 -4.52
H 1.29 1.26 0.22
H -0.30 0.64 -0.67
*
```

Properties
- lowest unoccupied orbital energy (eV) = -3.129
- M (g mol⁻¹) = 121.23
- Kohn-Sham gap (eV) = 10.18

Arrangement 2

A structure of composition C4H13N2S, computed with ωB97M-V/def2-TZVPD.

Geometry as ORCA input:
```
! wB97M-V def2-TZVPD RIJCOSX def2/J DEFGRID3
* xyz 1 1
C -1.25 2.30 2.20
N 0.83 0.18 0.71
C 0.80 -0.54 -0.51
C 0.11 -1.94 -0.29
S 0.16 -2.94 -1.77
C -0.46 3.12 1.21
N 0.08 2.37 0.13
H -0.80 1.35 2.48
H -2.25 2.10 1.81
H 1.79 0.38 1.00
H 0.21 0.04 -1.22
H 1.77 -0.76 -0.95
H -0.95 -1.84 -0.03
H 0.62 -2.47 0.50
H -0.90 -2.38 -2.38
H -1.11 3.90 0.78
H 0.36 3.65 1.72
H 0.59 2.99 -0.48
H 0.33 1.23 0.42
H -1.44 2.88 3.10
*
```

Properties
- lowest unoccupied orbital energy (eV) = -8.182
- M (g mol⁻¹) = 121.23
- Kohn-Sham gap (eV) = 4.65

arrangement 1 ends up most stable, edging out the next structure by 95.0 kcal/mol.

Arrangement 1

A structure of composition C10H22N3O7S6Sc, computed with ωB97M-V/def2-TZVPD.

Geometry as ORCA input:
```
! wB97M-V def2-TZVPD RIJCOSX def2/J DEFGRID3
* xyz 0 1
Sc 1.43 0.03 0.35
C -3.28 -0.83 0.01
C -2.78 0.23 -0.96
S -1.09 -0.08 -1.48
C -1.01 1.09 -2.83
C -1.07 2.57 -2.43
S 0.08 3.01 -1.11
C -1.07 3.55 0.17
C -0.55 3.29 1.58
S -0.39 1.58 2.06
C -2.12 1.21 2.40
C -2.41 -0.28 2.60
S -2.09 -1.38 1.22
H -3.55 -1.73 -0.55
H -4.18 -0.47 0.51
H -2.83 1.22 -0.50
H -3.39 0.25 -1.86
H -1.82 0.86 -3.53
H -0.07 0.88 -3.33
H -2.08 2.87 -2.13
H -0.82 3.17 -3.31
H -2.02 3.02 0.03
H -1.26 4.61 0.04
H -1.22 3.77 2.30
H 0.44 3.73 1.71
H -2.74 1.60 1.58
H -2.37 1.75 3.31
H -3.46 -0.37 2.89
H -1.79 -0.68 3.41
O 2.54 -2.84 2.20
S 1.41 -1.97 2.07
O 0.25 -2.28 2.85
O 1.03 -1.87 0.55
O 1.80 -0.49 2.25
O 3.56 0.06 0.27
N 3.53 1.18 0.90
O 4.37 1.58 1.60
O 2.39 1.82 0.69
C 3.54 -3.98 -0.85
N 3.36 -2.66 -1.43
C 2.20 -2.18 -1.87
N 1.18 -3.03 -2.02
S 2.06 -0.54 -2.36
H 4.60 -4.23 -0.89
H 3.01 -4.72 -1.43
H 3.21 -3.99 0.20
H 4.05 -1.94 -1.23
H 1.12 -3.82 -1.40
H 0.30 -2.58 -2.22
*
```

Properties
- lowest unoccupied orbital energy (eV) = 0.062
- M (g mol⁻¹) = 533.66
- Kohn-Sham gap (eV) = 8.76

Arrangement 2

A structure of composition C10H22N3O7S6Sc, computed with ωB97M-V/def2-TZVPD.

Geometry as ORCA input:
```
! wB97M-V def2-TZVPD RIJCOSX def2/J DEFGRID3
* xyz 0 1
Sc 0.09 0.98 0.99
C -0.02 -1.44 -3.15
C -0.19 -2.34 -1.92
S -1.11 -1.46 -0.62
C -1.45 -2.83 0.50
C -0.24 -3.44 1.19
S 0.85 -2.21 1.97
C 2.40 -2.55 1.07
C 3.28 -1.32 0.95
S 2.62 0.00 -0.08
C 2.89 -0.64 -1.76
C 2.20 0.22 -2.81
S 0.40 0.29 -2.78
H -0.96 -1.41 -3.69
H 0.72 -1.87 -3.82
H 0.78 -2.67 -1.55
H -0.76 -3.23 -2.19
H -1.99 -3.61 -0.05
H -2.14 -2.42 1.23
H 0.35 -4.04 0.51
H -0.60 -4.12 1.97
H 2.15 -2.94 0.08
H 2.95 -3.33 1.60
H 4.25 -1.62 0.55
H 3.46 -0.87 1.92
H 2.57 -1.68 -1.84
H 3.97 -0.61 -1.94
H 2.52 -0.13 -3.79
H 2.51 1.27 -2.72
O -0.41 4.41 -0.18
S 0.16 3.17 -0.61
O 0.72 3.12 -1.93
O -0.90 2.04 -0.43
O 1.18 2.64 0.41
O -0.17 2.20 2.81
N 0.98 1.88 3.23
O 1.63 2.51 4.00
O 1.39 0.77 2.71
C -3.44 3.89 1.06
N -3.04 2.67 1.73
C -3.09 1.46 1.19
N -3.71 1.29 0.01
S -2.41 0.12 2.02
H -3.59 4.66 1.81
H -4.39 3.74 0.55
H -2.67 4.22 0.36
H -2.44 2.74 2.54
H -3.73 2.07 -0.64
H -3.56 0.39 -0.42
*
```

Properties
- lowest unoccupied orbital energy (eV) = 0.017
- M (g mol⁻¹) = 533.66
- Kohn-Sham gap (eV) = 8.74

arrangement 2 ends up most stable, edging out the next structure by 8.5 kcal/mol.

Arrangement 1

The ion C4H6N with charge +1, computed with ωB97M-V/def2-TZVPD.

Geometry as ORCA input:
```
! wB97M-V def2-TZVPD RIJCOSX def2/J DEFGRID3
* xyz 1 1
C 0.18 -1.19 0.63
C -0.43 0.34 0.09
C -1.51 2.51 -0.66
C 1.45 -1.72 0.22
N -0.88 1.49 -0.33
H -0.58 -1.61 1.26
H -2.53 2.67 -0.32
H -1.05 3.24 -1.31
H 1.29 -2.72 -0.22
H 2.07 -1.91 1.12
H 2.00 -1.10 -0.48
*
```

Properties
- lowest unoccupied orbital energy (spin up / spin down) (eV) = -5.754 / -6.224
- SMILES = C=[N+]=C=CC
- M (g mol⁻¹) = 68.10
- Kohn-Sham gap (spin up / spin down) (eV) = 8.58 / 7.87

Arrangement 2

The ion C4H6N with charge +1, computed with ωB97M-V/def2-TZVPD.

Geometry as ORCA input:
```
! wB97M-V def2-TZVPD RIJCOSX def2/J DEFGRID3
* xyz 1 1
C 1.08 0.95 2.49
C 0.56 -0.13 -1.02
C -0.61 -0.71 -0.42
C -0.14 0.68 0.11
N 0.15 0.61 1.39
H 0.82 0.80 3.55
H 1.59 -0.62 -0.70
H 0.52 0.54 -1.84
H -1.60 -0.73 -0.88
H -0.58 -1.59 0.13
H -0.61 1.70 -0.09
*
```

Properties
- lowest unoccupied orbital energy (spin up / spin down) (eV) = -7.240 / -7.163
- SMILES = C#[N+]C1CC1
- M (g mol⁻¹) = 68.10
- Kohn-Sham gap (spin up / spin down) (eV) = 8.60 / 8.29

arrangement 1 ends up most stable, edging out the next structure by 29.3 kcal/mol.